Below is C6H20HgN3O as an isolated structure at a distorted geometry, with properties calculated with ωB97M-V with the def2-TZVPD basis set.

Output
M   350.84 g/mol
LUMO (alpha / beta)   2.43 / 2.54 eV
Total charge   -1

The geometry in XYZ format:
```
31
Properties=species:S:1:pos:R:3:forces:R:3
C -2.1091 1.8324 -3.8918 4.019 0.575 -1.955
Hg -2.5979 1.5006 -1.8804 -1.670 -0.998 3.807
N -0.2544 2.8948 -1.4260 0.456 0.915 0.431
H -2.9824 1.1513 -0.2843 0.597 0.153 -0.287
H -3.4256 1.4587 -3.2865 -2.992 -0.003 -1.108
H -2.0986 1.0380 -4.6357 -0.331 -0.025 0.123
H -1.0591 1.9128 -3.5043 0.374 0.174 -1.094
H -2.3430 2.7955 -4.3471 -0.480 -0.302 0.392
H 0.4411 2.1838 -1.2064 -0.232 -0.035 -0.048
H -0.4418 3.4230 -0.5694 0.087 -0.312 -0.328
H 0.1317 3.5534 -2.1008 -0.007 -0.235 0.131
C -0.1595 1.1269 1.8547 -0.351 0.620 -0.149
N 0.4098 -0.1977 1.9290 0.323 -0.528 -0.027
C 0.6568 -0.7482 3.2483 0.007 -0.090 0.032
C 0.6958 -0.7561 0.7052 -0.393 0.975 -0.985
O 0.4855 -0.0692 -0.3179 0.529 -0.911 1.114
N 1.1740 -2.0366 0.5617 -0.114 0.022 0.405
C 1.5262 -3.0023 1.5862 -0.072 -0.004 0.152
C 1.4197 -2.4325 -0.8047 0.043 0.032 -0.588
H -0.3376 1.4677 2.8796 -0.075 0.053 -0.280
H -1.0994 1.1303 1.2802 0.265 0.030 0.185
H 0.5282 1.8207 1.3520 -0.114 -0.058 0.145
H -0.0517 -1.5543 3.4897 0.188 0.206 0.133
H 1.6863 -1.1134 3.3647 -0.269 0.056 0.006
H 0.5089 0.0579 3.9731 0.077 -0.252 -0.114
H 1.4875 -3.9925 1.1155 0.014 0.211 0.314
H 2.5481 -2.8387 1.9732 -0.267 -0.145 -0.029
H 0.8165 -2.9924 2.4224 0.325 -0.145 -0.376
H 0.4880 -2.4234 -1.3840 0.223 0.024 0.043
H 2.1231 -1.7459 -1.2923 -0.134 -0.194 0.016
H 1.8330 -3.4447 -0.8035 -0.028 0.194 -0.062
```
Positions in Å, forces in eV/Å.

Atom charges from the Löwdin analysis, given in e for atoms 1 to 6: number 1, C, carries -0.5754; number 2, Hg, carries 0.2895; number 3, N, carries -0.0323; number 4, H, carries -0.1808; number 5, H, carries -0.1416; number 6, H, carries -0.0449


Below is a 3-piece molecular cluster, C6H20N2O2 overall at a distorted geometry, with properties calculated with ωB97M-V with the def2-TZVPD basis set.

Output
M   152.24 g/mol
LUMO   0.80 eV
Energy relative to the best compared isomer or geometry (same formula, charge and spin)   84.62 kcal/mol

The geometry in XYZ format:
```
30
Properties=species:S:1:pos:R:3:forces:R:3
C -2.5594 -0.2317 1.2692 0.568 -3.667 -2.438
C -1.8152 1.0662 1.1752 -1.111 0.713 1.592
C -1.0255 1.2321 -0.1160 -0.414 -2.572 0.787
C -0.7150 2.6324 -0.3815 2.200 3.424 -2.953
N 0.1215 0.2492 -0.2554 -1.557 1.687 -2.880
C 1.0223 0.6683 -1.3815 0.166 -1.895 0.345
C 2.0537 -0.5289 -1.4759 0.589 -0.694 -3.736
N 3.3752 -0.2750 -0.9090 0.049 -0.358 2.293
H -2.6289 -0.6939 2.2183 0.706 -0.176 1.425
H -3.5574 -0.5003 0.9603 -0.943 1.532 -0.764
H -2.0440 -1.0206 0.5824 -0.241 1.112 1.339
H -2.5665 1.9171 1.1114 1.011 -0.801 0.793
H -1.2696 0.9975 2.1635 0.056 1.257 -1.211
H -1.8713 0.8926 -0.7692 1.170 0.232 -0.520
H -0.7578 3.0653 -1.4561 0.694 -1.793 0.777
H -1.3804 3.3778 -0.1207 -2.427 0.807 1.784
H 0.1956 3.1372 0.0022 0.045 -1.144 0.107
H 0.7241 0.0671 0.5050 0.209 0.317 1.610
H 0.4894 0.7304 -2.3494 -0.117 -0.051 0.644
H 1.4631 1.6729 -1.1892 0.194 -0.765 -0.211
H 1.4843 -1.5141 -1.1712 1.665 1.995 -0.307
H 2.4919 -0.7290 -2.6187 -2.340 0.514 2.215
H 3.4880 -0.7087 0.0291 -0.096 0.730 -0.799
H 3.5105 0.7384 -0.8310 0.041 -0.611 0.153
O -0.2356 -3.2058 -0.3281 0.163 -6.370 1.676
H -0.1546 -2.3369 -0.2806 0.217 6.317 -0.366
H -0.5551 -3.5626 -1.1314 -0.440 0.197 -1.220
O 1.1619 -2.1149 2.3363 1.107 1.693 0.557
H 0.2346 -2.0749 2.4583 -1.465 0.056 0.178
H 1.3202 -2.9474 1.9537 0.299 -1.689 -0.868
```
Positions in Å, forces in eV/Å.

Atom charges from the Löwdin analysis, given in e for atoms 1 to 6: number 1, C, carries -0.1416; number 2, C, carries -0.2343; number 3, C, carries -0.4128; number 4, C, carries -0.1187; number 5, N, carries -0.0230; number 6, C, carries -0.2154


Below is a 2-piece molecular cluster, C6H20N2O2Si overall at a distorted geometry, with properties calculated with ωB97M-V with the def2-TZVPD basis set.

Output
M   180.32 g/mol
LUMO   -6.70 eV
Energy relative to the best compared isomer or geometry (same formula, charge and spin)   71.30 kcal/mol
Total charge   +2

The geometry in XYZ format:
```
31
Properties=species:S:1:pos:R:3:forces:R:3
C 0.6913 2.2859 0.1228 -0.318 1.056 -0.601
C 2.5077 0.8144 1.1408 0.002 2.222 -1.273
C 0.2725 -1.1225 -2.4312 -1.354 -1.258 -0.233
C -2.1146 -0.7471 -1.8699 0.359 -0.934 -1.381
C 1.0285 1.2184 1.1423 0.603 0.257 0.967
C -0.7641 -1.2962 -1.3451 -1.297 2.099 0.513
N 0.8540 1.9978 2.4803 -0.319 -1.066 0.804
N -1.0056 -2.7775 -1.1387 -2.243 -0.872 -0.850
O -1.6441 0.7637 1.6336 -1.757 0.118 0.199
O -0.2054 -1.5121 1.7259 -0.166 -3.610 3.907
Si -0.3947 -0.0799 1.1151 0.426 -0.901 -3.334
H 1.4994 3.0423 -0.0302 -0.613 -0.175 0.950
H -0.3032 2.7260 0.4064 0.961 0.010 -0.605
H 0.6342 1.9678 -0.9083 -0.437 -0.819 -0.194
H 2.7607 0.1977 0.3237 0.033 -1.626 -0.510
H 3.0571 1.7060 0.7564 -0.268 -0.084 0.710
H 2.9753 0.5693 2.0722 -0.088 -0.703 0.492
H 0.0865 -1.8892 -3.2262 0.227 0.467 0.431
H 0.1599 -0.1805 -2.9153 0.184 0.803 -0.156
H 1.2263 -1.2648 -2.0281 1.725 -0.118 0.213
H -1.9907 0.1430 -2.4753 0.165 0.699 0.655
H -2.9684 -0.6658 -1.2083 0.079 0.067 0.341
H -2.4238 -1.4047 -2.7250 -0.034 -0.079 0.650
H 1.0388 1.3629 3.3302 -0.451 1.472 -1.370
H 1.4635 2.8247 2.5118 0.216 -0.297 0.037
H -0.1084 2.3667 2.4549 0.165 -0.238 0.681
H -1.0901 -2.9254 -0.1518 0.097 -0.490 0.896
H -0.2879 -3.4327 -1.5166 -0.484 0.685 0.223
H -2.0145 -3.0544 -1.5574 2.853 0.595 0.860
H -2.5662 0.4033 1.6772 1.131 0.570 0.017
H -0.3743 -2.0372 2.6337 0.601 2.153 -3.040
```
Positions in Å, forces in eV/Å.

Atom charges from the Löwdin analysis, given in e for atoms 1 to 6: number 1, C, carries -0.0689; number 2, C, carries -0.0284; number 3, C, carries -0.0771; number 4, C, carries -0.0977; number 5, C, carries -0.5124; number 6, C, carries -0.3878


Below is C6H20N3PdS as an isolated structure at a distorted geometry, with properties calculated with ωB97M-V with the def2-TZVPD basis set.

Output
M   272.73 g/mol
Spin multiplicity   5
LUMO (alpha / beta)   -3.75 / -6.79 eV
Energy relative to the best compared isomer or geometry (same formula, charge and spin)   57.20 kcal/mol
Total charge   +1

The geometry in XYZ format:
```
31
Properties=species:S:1:pos:R:3:forces:R:3
C -0.6581 -2.5264 -2.8263 -2.911 -1.418 -1.180
Pd 0.2209 -0.9209 -2.1599 0.537 0.622 2.031
N 0.0158 1.1671 -1.7682 1.243 0.817 -2.001
H -1.0737 -0.6960 -3.2283 0.388 0.103 1.202
H -0.8745 1.2099 -1.3560 -1.208 0.699 0.896
H 0.3610 -0.6179 -3.6336 1.370 0.820 -2.698
H -1.0272 -2.2852 -3.8318 -0.255 -1.157 0.399
H -1.4180 -3.0381 -2.1828 0.783 0.488 -0.643
H 0.2853 -3.0412 -2.9676 0.590 -0.227 0.423
H 0.7728 1.4049 -1.1261 -0.386 0.180 0.170
H 0.0702 1.7738 -2.6432 -0.153 -1.217 1.637
C -2.0843 -0.7430 0.6435 0.554 0.049 0.158
N -1.0221 0.1434 1.1537 -1.837 0.320 -0.534
C -1.4617 1.2011 2.0668 -0.241 -0.143 0.010
C 0.2717 -0.2334 0.9738 0.410 0.214 1.151
S 0.5849 -1.7531 0.2646 0.202 -0.156 -0.711
N 1.3235 0.6639 1.1426 1.083 0.479 -0.515
C 1.4567 1.4807 2.3671 -0.102 -0.047 -0.002
C 2.6528 0.1390 0.7497 -0.452 -0.119 0.232
H -3.0498 -0.3147 0.9190 0.161 -0.278 -0.114
H -1.9813 -1.7516 1.0679 -0.305 0.129 0.013
H -2.0281 -0.8279 -0.4529 -0.080 0.026 0.158
H -1.1332 1.0144 3.0989 -0.045 0.163 -0.229
H -1.1427 2.1902 1.7153 -0.046 -0.223 0.192
H -2.5559 1.2046 2.0660 0.278 -0.004 0.015
H 1.6800 0.8598 3.2534 -0.115 0.220 -0.218
H 2.2846 2.1760 2.1894 -0.174 -0.193 0.132
H 0.5597 2.0798 2.5252 0.534 -0.220 0.159
H 2.8713 -0.8038 1.2769 0.202 0.275 -0.018
H 2.7077 -0.0471 -0.3310 -0.009 0.076 0.120
H 3.3916 0.8917 1.0339 -0.014 -0.279 -0.237
```
Positions in Å, forces in eV/Å.

Atom charges from the Löwdin analysis, given in e for atoms 1 to 6: number 1, C, carries -0.2759; number 2, Pd, carries 0.5806; number 3, N, carries 0.0081; number 4, H, carries 0.0848; number 5, H, carries 0.0242; number 6, H, carries -0.0477